(1)
C44H52BrN4OS4TaTe | ωB97M-V with the def2-TZVPD basis set

Structure (ORCA input):
```
! wB97M-V def2-TZVPD RIJCOSX def2/J DEFGRID3
* xyz 0 1
Ta 1.2092 -0.1699 -0.3642
C 2.6683 1.4339 3.0646
C 1.4051 0.7607 3.5101
C 0.7449 1.2104 4.6462
C -0.4000 0.5819 5.1095
C -0.8673 -0.5479 4.4629
C -0.2211 -1.0454 3.3343
C -0.7085 -2.3419 2.7369
C 0.8870 -0.3475 2.8323
N 1.5136 -0.8482 1.6336
C 2.2663 -1.9902 1.8546
C 2.6467 -2.4804 3.2221
C 2.6581 -2.6293 0.7251
C 3.4641 -3.8975 0.7774
N 2.2168 -2.0521 -0.4528
C 2.5843 -2.8353 -1.6103
C 1.7210 -3.8519 -2.0269
C 0.4686 -4.2079 -1.2719
C 2.0474 -4.5920 -3.1577
C 3.2333 -4.3710 -3.8354
C 4.1251 -3.4316 -3.3485
C 3.8262 -2.6644 -2.2281
C 4.8603 -1.7079 -1.7061
H 3.0639 2.0581 3.8650
H 2.5018 2.0617 2.1897
H 3.4284 0.7041 2.7841
H 1.1458 2.0656 5.1778
H -0.9079 0.9552 5.9892
H -1.7369 -1.0723 4.8415
H -1.7931 -2.3366 2.6154
H -0.4521 -3.1737 3.3971
H -0.2626 -2.5477 1.7631
H 2.3340 -1.7998 4.0120
H 3.7297 -2.5917 3.2965
H 2.2087 -3.4588 3.4334
H 4.2606 -3.8119 1.5169
H 3.9191 -4.1440 -0.1773
H 2.8430 -4.7480 1.0739
H 0.3118 -3.5499 -0.4162
H 0.5324 -5.2326 -0.8990
H -0.4018 -4.1549 -1.9279
H 1.3612 -5.3572 -3.5020
H 3.4746 -4.9490 -4.7174
H 5.0817 -3.2894 -3.8374
H 5.8588 -2.0956 -1.9114
H 4.7670 -1.5456 -0.6339
H 4.7787 -0.7293 -2.1803
O 4.0801 5.4019 -3.4855
C 3.5669 4.5155 -2.8662
S 1.8216 4.1737 -2.8946
C 1.8873 2.7678 -1.8599
C 3.0932 2.3847 -1.4173
S 3.3117 1.0321 -0.3395
S 4.4830 3.3151 -1.9222
S 0.4225 1.9700 -1.3861
N -3.6784 -2.6586 0.3969
N -2.6316 -2.2715 -0.4935
H -4.2453 -3.4002 -0.0036
H -4.2723 -1.8474 0.5329
H -2.9467 -2.2057 -1.4593
H -1.8864 -2.9578 -0.4443
C -7.0300 2.4860 -1.5487
C -5.7390 1.8843 -1.0689
C -4.7475 1.5147 -1.9597
C -3.5253 0.9855 -1.5414
C -2.5493 0.5809 -2.6049
C -3.3061 0.8409 -0.1751
Te -1.5316 0.0706 0.7212
C -4.3018 1.1768 0.7634
C -4.1572 1.0158 2.2563
C -5.4981 1.6982 0.2865
H -7.1982 2.2660 -2.6017
H -7.0158 3.5714 -1.4346
H -7.8788 2.1085 -0.9787
H -4.9152 1.6394 -3.0238
H -2.5629 1.2961 -3.4267
H -2.8160 -0.3924 -3.0261
H -1.5240 0.5193 -2.2466
H -3.8775 -0.0012 2.5394
H -5.1029 1.2512 2.7417
H -3.3892 1.6778 2.6606
H -6.2666 1.9653 1.0034
C -1.2084 4.8067 3.4353
C -0.5268 4.4523 2.1093
C 0.9875 4.6649 2.2162
C -1.0872 5.3184 0.9724
C -0.8045 3.0469 1.7806
C -1.0778 1.9065 1.5040
H -1.0016 5.8476 3.6908
H -0.8411 4.1695 4.2403
H -2.2888 4.6773 3.3613
H 1.1943 5.7215 2.3961
H 1.4864 4.3663 1.2933
H 1.4065 4.0864 3.0392
H -0.9033 6.3723 1.1888
H -2.1614 5.1664 0.8625
H -0.6069 5.0661 0.0268
Br 0.2159 -1.9907 -6.9739
C 0.4747 -1.4840 -5.1651
C -0.4817 -1.8032 -4.2237
C -0.2576 -1.4509 -2.8974
C 0.8891 -0.7852 -2.4771
C 1.8147 -0.4502 -3.4753
C 1.6254 -0.8015 -4.8010
H -1.3816 -2.3296 -4.5167
H -1.0195 -1.7219 -2.1740
H 2.7183 0.0918 -3.2191
H 2.3667 -0.5497 -5.5475
*
```

Calculated values
E_HOMO (alpha / beta): -7.1163 / -7.1180 eV
energy above the lowest of the compared OMol25 structures with the same formula, charge and spin: 114.11 kJ/mol
energy: -6493.9091 Ha

=====

(2)
C6H10NO2 | ωB97M-V with the def2-TZVPD basis set

Structure (ORCA input):
```
! wB97M-V def2-TZVPD RIJCOSX def2/J DEFGRID3
* xyz 1 1
C 0.4726 0.0704 -1.5856
C -0.5407 1.1844 0.4994
C 1.9649 -0.1876 -1.3341
C 1.7655 0.4007 0.0732
C -1.9176 1.2419 -0.0265
C -0.8805 -1.6116 1.3625
N 0.3264 0.4166 -0.2405
O -0.3820 -0.3067 -2.3432
O -0.2242 1.5343 1.6004
H 2.1659 -1.2604 -1.2592
H 2.7127 0.1999 -2.0536
H 2.1935 -0.2455 0.7818
H 2.4118 1.3610 0.2331
H -2.3228 2.2363 -0.3972
H -2.0090 0.7753 -1.0719
H -2.7111 0.9221 0.7151
H -1.5516 -1.3772 2.1420
H -1.1482 -1.5193 0.3412
H -0.0803 -2.2561 1.3172
*
```

Calculated values
E_HOMO (alpha / beta): -14.3540 / -14.3557 eV
energy above the lowest of the compared OMol25 structures with the same formula, charge and spin: 441.53 kJ/mol
energy: -439.3959 Ha

=====

(3)
C14H18FeNO3 | ωB97M-V with the def2-TZVPD basis set

Structure (ORCA input):
```
! wB97M-V def2-TZVPD RIJCOSX def2/J DEFGRID3
* xyz 1 5
C 1.4461 0.4627 3.1544
N 0.5284 0.4323 1.9748
C -0.3304 -0.8583 2.0454
C -1.7111 -0.5081 1.5054
C -1.8688 1.0229 1.6863
C -0.5382 1.5355 2.2444
H 1.9712 1.4243 3.1744
H 0.8116 0.3917 4.0455
H 2.1588 -0.3696 3.1712
H 0.1924 -1.7025 1.5721
H -0.3972 -1.0550 3.1202
H -1.8750 -0.8357 0.4713
H -2.4520 -1.0093 2.1424
H -2.2177 1.5397 0.7797
H -2.6189 1.2174 2.4561
H -0.6283 1.5641 3.3323
H -0.1385 2.4939 1.8779
O -2.3515 -1.0791 -2.0988
C -1.5417 -0.9427 -2.9313
Fe -0.0964 -0.7392 -3.9600
C 0.4765 -2.3944 -3.7897
O 0.6002 -3.5376 -3.5770
C -0.8885 -0.8074 -5.5210
O -1.5376 -1.3169 -6.3428
C 1.2152 0.6420 0.7147
C 0.2754 1.3869 -0.2893
C 0.2527 1.0715 -1.7084
C 1.0140 0.0345 -2.2126
C 1.6255 -0.8481 -1.2646
C 1.7082 -0.6133 0.0800
H 2.0522 1.3313 0.8924
H -0.7275 1.0566 0.0052
H 0.3617 2.4982 -0.1698
H -0.4904 1.6250 -2.2979
H 1.3455 -0.0365 -3.2978
H 2.1326 -1.7279 -1.6892
H 2.2417 -1.3487 0.7042
*
```

Calculated values
E_HOMO (alpha / beta): -8.3792 / -11.0307 eV
energy above the lowest of the compared OMol25 structures with the same formula, charge and spin: 4.34 kJ/mol
energy: -2087.9931 Ha

=====

(4)
C27H30F7N5O7PtS2 | ωB97M-V with the def2-TZVPD basis set

Structure (ORCA input):
```
! wB97M-V def2-TZVPD RIJCOSX def2/J DEFGRID3
* xyz 2 1
Pt 0.0445 -0.1273 0.0113
C -2.9189 -0.7083 -0.2021
N -1.9552 -0.9979 0.8778
C -2.2017 -0.2631 2.1163
C -1.6980 -2.4397 1.0774
C -0.7129 -2.9587 0.1113
C -0.6075 -4.3080 -0.2081
C 0.4076 -4.7483 -1.0404
C 1.3034 -3.8378 -1.5879
C 1.1643 -2.4845 -1.3099
C 0.1743 -2.0735 -0.4422
H -3.9346 -0.8988 0.1543
H -2.7066 -1.3415 -1.0613
H -2.8475 0.3288 -0.4978
H -3.0829 -0.6737 2.6177
H -2.3742 0.7871 1.8890
H -1.3466 -0.3536 2.7755
H -2.6346 -2.9974 0.9872
H -1.3103 -2.5884 2.0863
H -1.3110 -5.0159 0.2132
H 0.4973 -5.8016 -1.2677
H 2.1033 -4.1753 -2.2320
H 1.8254 -1.7626 -1.7759
F -3.2572 3.8472 -0.6543
C -2.2153 3.9105 -1.4729
F -2.5387 3.3639 -2.6376
F -1.8738 5.1783 -1.6584
S -0.7897 2.9978 -0.7340
O -1.3809 1.6788 -0.4513
O -0.3829 3.7850 0.3860
N 0.1998 2.9817 -1.9458
S 0.9098 1.7057 -2.5609
O 2.3307 1.7453 -2.4877
O 0.2371 0.4295 -2.2059
C 0.4637 1.9425 -4.3403
F 1.1269 1.0685 -5.0766
F 0.7741 3.1721 -4.7093
F -0.8407 1.7499 -4.4817
C 3.8716 4.0842 5.4716
C 4.6371 3.3436 4.3847
N 3.7596 2.9521 3.2644
C 3.1181 1.7885 3.3484
C 2.3187 1.2816 2.3570
C 1.6537 -0.0254 2.6092
O 2.1408 -0.7669 3.4210
O 0.5106 -0.2699 1.9791
C 2.1626 1.9556 1.1504
O 1.4871 1.5033 0.1690
C 2.8276 3.2414 1.0644
C 2.7020 4.0300 -0.0869
C 3.2797 5.2581 -0.1541
F 3.1536 5.9449 -1.3046
C 3.9921 5.8189 0.9255
C 4.1281 5.0306 2.0553
C 3.5848 3.7425 2.1360
N 4.5040 7.1279 0.9153
C 4.0928 8.0896 -0.1136
C 4.6483 9.4735 0.2349
N 4.7331 9.5947 1.7249
C 5.7959 8.6802 2.2748
C 5.8374 7.4053 1.4255
H 4.5562 4.3748 6.2676
H 3.1068 3.4412 5.9071
H 3.3799 4.9752 5.0791
H 5.0644 2.4296 4.7912
H 5.4579 3.9383 3.9933
H 3.2501 1.2103 4.2544
H 2.1410 3.6683 -0.9331
H 4.6322 5.4456 2.9158
H 3.0041 8.1155 -0.1390
H 4.4436 7.8308 -1.1142
H 3.9929 10.2476 -0.1566
H 5.6459 9.6299 -0.1689
H 3.8281 9.3251 2.1142
H 4.9219 10.5582 2.0023
H 5.5537 8.4674 3.3136
H 6.7569 9.1894 2.2369
H 6.2073 6.5802 2.0255
H 6.5399 7.5330 0.5940
*
```

Calculated values
E_HOMO (alpha / beta): -13.6069 / -13.6070 eV
energy above the lowest of the compared OMol25 structures with the same formula, charge and spin: 148.92 kJ/mol
energy: -3461.4580 Ha

=====

(5)
C2H5Cl2PS2 | ωB97M-V with the def2-TZVPD basis set

Structure (ORCA input):
```
! wB97M-V def2-TZVPD RIJCOSX def2/J DEFGRID3
* xyz 0 1
C 2.1570 -0.0426 0.0615
C 0.7711 -0.5154 -0.4825
P -2.3786 0.5368 0.3221
S -1.8643 2.3174 -0.2155
S -0.5217 -1.0127 0.8102
Cl -3.3658 0.2640 2.0327
Cl -3.6038 -0.3929 -0.9384
H 2.8315 -0.9363 0.4495
H 2.7380 0.3146 -0.7691
H 2.2210 0.7543 0.8943
H 0.8658 -1.4364 -1.1376
H 0.1500 0.1492 -1.0272
*
```

Calculated values
E_HOMO: -9.2860 eV
structure (SMILES): CCSP(=S)(Cl)Cl
energy above the lowest of the compared OMol25 structures with the same formula, charge and spin: 0.00 kJ/mol
energy: -2137.3514 Ha

=====

(6)
C5H10N2O | ωB97M-V with the def2-TZVPD basis set

Structure (ORCA input):
```
! wB97M-V def2-TZVPD RIJCOSX def2/J DEFGRID3
* xyz 0 1
C -0.7735 0.1244 -0.7806
C -0.4739 0.9349 0.7754
C 1.6170 -0.8995 0.4360
C 1.0533 0.4217 -0.0326
N -0.9491 -1.2281 -0.9277
C -1.9913 0.6323 0.2084
N 1.7657 1.3848 -0.4638
O -2.7397 -0.2847 0.6685
H -0.5851 0.7962 -1.6052
H -0.4056 -1.7705 -1.5823
H -1.5876 -1.6125 -0.2147
H 2.7660 1.2090 -0.3502
H -2.4282 1.5501 -0.2180
H -0.3208 2.0071 0.7094
H -0.2868 0.4114 1.7086
H 2.3897 -0.7124 1.1854
H 2.0815 -1.4178 -0.4064
H 0.8685 -1.5465 0.8900
*
```

Calculated values
E_HOMO (alpha / beta): -7.5975 / -7.5967 eV
energy above the lowest of the compared OMol25 structures with the same formula, charge and spin: 537.37 kJ/mol
energy: -381.0808 Ha

=====

(7)
C49H56F40N4O13P2S | ωB97M-V with the def2-TZVPD basis set

Structure (ORCA input):
```
! wB97M-V def2-TZVPD RIJCOSX def2/J DEFGRID3
* xyz 0 1
C 6.7646 -2.3625 -3.4728
C 5.5276 -1.4126 -3.1912
O 5.7234 -0.2452 -4.0248
C 4.5136 0.3630 -4.3310
C 3.9356 0.2254 -5.6252
N 4.4908 -0.5141 -6.7350
C 5.4872 0.2527 -7.4936
C 5.2400 0.3194 -9.0444
O 6.4194 0.8229 -7.0294
C 4.9454 -1.8348 -6.3801
C 4.0206 -2.9377 -5.7955
O 6.1180 -2.0818 -6.5268
C 2.6369 0.9380 -5.8902
S 1.9143 0.7372 -7.5485
C 2.0526 1.7234 -4.8452
P 0.4628 2.6695 -5.1787
P -0.9927 1.8812 -3.7545
O -1.3760 2.9124 -2.7664
O -0.3412 0.5135 -3.0818
O -2.3314 1.3992 -4.6277
C 2.6443 1.8524 -3.4884
N 1.9599 2.6461 -2.6009
C 2.5950 2.6479 -1.4210
C 1.9184 3.5165 -0.3042
C 1.7252 4.9641 -0.9428
C 1.1212 5.9770 0.1114
O -0.2980 5.7957 0.2355
C 3.8436 1.9178 -1.1007
C 4.4773 1.9469 0.3263
C 3.4471 1.2889 1.3542
C 3.9362 -0.0633 1.9738
C 3.2761 -1.3512 1.3535
N 1.8742 -1.1752 0.9101
C 1.5807 -2.2419 -0.0766
C 0.9617 -1.1546 1.9913
C -0.5733 -1.0093 1.6805
O 1.2701 -1.1969 3.1606
N 4.5048 1.1848 -2.0112
C 3.8798 1.1537 -3.2351
H 7.0433 -2.9117 -2.5415
H 6.5650 -3.0600 -4.3183
H 7.6071 -1.6715 -3.7397
H 4.5512 -1.9125 -3.4007
H 5.5426 -1.1745 -2.0984
H 4.6058 -0.5742 -9.3031
H 4.6533 1.2191 -9.3385
H 6.1815 0.2041 -9.6240
H 3.3998 -2.4904 -4.9853
H 3.4141 -3.3553 -6.6383
H 4.6396 -3.7357 -5.3309
H 0.5673 0.5056 -7.3821
H 0.0030 2.4092 -6.4975
H 0.1593 0.7646 -2.2839
H -2.6185 0.5688 -4.1956
H 2.5741 3.6675 0.5795
H 0.9206 3.1128 -0.0086
H 2.7751 5.3360 -1.1170
H 1.1240 4.9443 -1.8767
H 1.2787 7.0124 -0.3062
H 1.6718 5.9545 1.0817
H -0.6871 6.4595 -0.3558
H 4.7204 2.9823 0.6607
H 5.3883 1.3010 0.3135
H 3.3673 2.0162 2.2089
H 2.4359 1.2527 0.8934
H 3.7669 -0.0894 3.0765
H 5.0463 -0.1849 1.8429
H 3.2836 -2.1557 2.1438
H 3.9093 -1.7381 0.5222
H 0.5820 -2.1460 -0.5579
H 2.3298 -2.1295 -0.9064
H 1.7289 -3.2715 0.3509
H -0.9149 0.0500 1.8304
H -1.1929 -1.6479 2.3525
H -0.8301 -1.2654 0.6268
C -4.1511 8.1824 -5.4927
C -3.6320 8.4934 -4.0751
C -2.1342 8.7706 -3.9514
F -1.3863 7.7126 -4.3187
F -1.8167 9.0379 -2.6578
F -4.0077 7.4991 -3.2396
F -4.2895 9.6120 -3.6518
O -4.3370 6.8084 -5.8213
C -3.2359 6.0969 -6.2988
C -2.8473 4.9456 -5.3712
F -2.5201 5.3941 -4.1466
F -1.7626 4.2887 -5.8596
F -2.2108 6.9350 -6.5423
F -3.6041 5.5927 -7.4984
H -5.1568 8.6025 -5.5399
H -3.5916 8.7132 -6.2650
H -1.8414 9.6354 -4.5537
H -3.6691 4.2337 -5.2642
C -3.6085 0.0948 5.9736
C -4.1635 -1.2646 6.4382
C -4.0454 -1.5660 7.9306
F -2.7638 -1.6082 8.3452
F -4.5763 -2.7866 8.2021
F -3.5945 -2.2489 5.7023
F -5.4908 -1.2776 6.1233
O -2.3020 0.0885 5.4023
C -1.2046 0.1735 6.2613
C -0.3140 -1.0672 6.1860
F -0.9912 -2.1880 6.5335
F 0.7312 -0.9608 7.0423
F -1.6166 0.4437 7.5153
F -0.4937 1.2491 5.8576
H -4.2495 0.4173 5.1565
H -3.7183 0.8709 6.7333
H -4.5833 -0.8261 8.5295
H 0.0749 -1.2054 5.1749
C -4.9628 4.5446 2.6798
C -4.9051 3.3226 3.6166
C -6.2224 2.5827 3.8434
F -7.1540 3.3592 4.4266
F -6.0202 1.5270 4.6783
F -4.3543 3.6944 4.7954
F -4.0329 2.4353 3.0549
O -5.0436 5.8251 3.2996
C -6.3064 6.3029 3.6520
C -6.4461 6.5080 5.1613
F -6.2656 5.3507 5.8327
F -7.6871 6.9551 5.4652
F -7.2642 5.5026 3.1470
F -6.4447 7.4951 3.0319
H -4.0049 4.5651 2.1577
H -5.7071 4.4271 1.8903
H -6.6274 2.1949 2.9047
H -5.7128 7.2317 5.5243
C 0.2406 -7.9268 -4.4463
C 0.4628 -7.9333 -5.9711
C 1.8233 -8.4362 -6.4518
F 2.8383 -7.6705 -6.0033
F 1.8793 -8.3977 -7.8062
F 0.2059 -6.6981 -6.4596
F -0.4864 -8.7553 -6.5032
O 0.4229 -6.6814 -3.7754
C 1.7130 -6.3374 -3.3738
C 2.2126 -5.0680 -4.0644
F 2.2484 -5.2172 -5.4058
F 3.4738 -4.7683 -3.6679
F 2.5457 -7.3799 -3.5426
F 1.6480 -6.1162 -2.0413
H -0.8164 -8.1525 -4.2987
H 0.7707 -8.7393 -3.9464
H 1.9959 -9.4698 -6.1384
H 1.5656 -4.2174 -3.8360
C -2.3106 -5.4726 8.7975
C -1.8831 -5.2346 10.2586
C -0.3818 -5.0975 10.5076
F 0.2963 -6.2141 10.1749
F -0.1480 -4.8828 11.8276
F -2.4138 -6.2058 11.0379
F -2.4703 -4.0693 10.6556
O -2.5915 -6.8218 8.4244
C -1.5263 -7.6264 8.0221
C -1.3236 -8.8248 8.9510
F -1.0566 -8.4293 10.2125
F -0.2722 -9.5722 8.5373
F -0.4116 -6.8864 7.8805
F -1.8402 -8.0772 6.7857
H -3.2671 -4.9622 8.6783
H -1.6452 -4.9820 8.0847
H 0.0350 -4.2529 9.9516
H -2.2159 -9.4547 8.9723
*
```

Calculated values
E_HOMO: -8.3213 eV
structure (SMILES): CCOc1c(N(C(C)=O)C(C)=O)c(S)c(PP(=O)(O)O)c2nc(CCCO)c(CCCCN(C)C(C)=O)nc12.FC(F)C(F)(F)COC(F)(F)C(F)F.FC(F)C(F)(F)COC(F)(F)C(F)F.FC(F)C(F)(F)COC(F)(F)C(F)F.FC(F)C(F)(F)COC(F)(F)C(F)F.FC(F)C(F)(F)COC(F)(F)C(F)F
energy: -8173.4401 Ha

=====

(8)
C4H10N4 | ωB97M-V with the def2-TZVPD basis set

Structure (ORCA input):
```
! wB97M-V def2-TZVPD RIJCOSX def2/J DEFGRID3
* xyz 0 1
C 0.4081 1.1544 0.9519
C -0.0096 0.0846 -1.7193
N 1.6380 0.8376 0.4076
C -0.8618 0.4380 -0.1926
N 2.1215 -0.3382 0.7015
C -1.1749 -0.9582 0.2294
N -1.8781 1.2245 -0.4505
N -0.3530 -1.7277 0.8168
H 1.4680 -1.0727 1.0229
H 2.9023 -0.6217 0.1241
H -2.0797 1.8951 0.2859
H -0.7446 -2.6403 1.0461
H 0.1691 0.6953 1.9173
H 0.2673 2.2287 0.9651
H -2.1868 -1.2709 -0.0438
H -0.8062 -0.3670 -2.3064
H 0.8267 -0.6033 -1.6208
H 0.2936 1.0418 -2.1353
*
```

Calculated values
E_HOMO (alpha / beta): -8.7972 / -6.9278 eV
energy above the lowest of the compared OMol25 structures with the same formula, charge and spin: 544.69 kJ/mol
energy: -377.2393 Ha